Computed, not measured: a molecular structure, C16H32ClI2N2OP2Zr, with ωB97M-V/def2-TZVPD.

The highest occupied orbital energy (spin up / spin down) comes out at -16.35 / -16.35 eV. The calculation puts the LUMO energy (spin up / spin down) at -12.9 / -12.9 eV.

Geometry as ORCA input:
```
! wB97M-V def2-TZVPD RIJCOSX def2/J DEFGRID3
* xyz 3 1
I -0.788 -2.776 0.315
I 0.337 -0.170 -2.456
Zr -3.119 -1.279 -2.100
P -0.392 -3.170 -2.296
C 1.280 -3.038 -1.590
C -0.807 -4.903 -2.016
H -0.080 -5.573 -2.518
H 0.484 -3.973 -4.385
H -1.827 -5.062 -2.401
H -1.068 -3.042 -4.572
H 1.259 -3.115 -0.492
H -0.822 -5.099 -0.927
C -0.086 -3.079 -4.075
H 1.937 -3.838 -1.983
H 0.458 -2.153 -4.309
H 1.743 -2.067 -1.818
P -4.263 0.703 -0.822
C -3.791 2.012 0.345
C -4.736 1.357 -2.444
H -5.818 -1.139 -0.800
H -6.545 0.426 -0.099
H -5.372 -0.636 0.869
C -5.657 -0.248 -0.141
H -4.888 0.489 -3.145
H -5.670 1.959 -2.319
H -4.604 2.778 0.443
H -2.856 2.527 0.023
H -3.903 1.969 -2.872
H -3.518 1.594 1.343
Cl -4.337 -2.540 -3.659
C 5.591 1.950 0.835
C 4.480 2.821 1.419
N 3.283 2.059 1.760
C 3.416 1.203 2.986
C 3.473 2.048 4.258
C 2.483 1.730 0.675
O 2.742 1.974 -0.519
C 1.172 1.077 0.992
C 0.562 1.498 2.155
C -0.709 1.099 2.460
C -1.403 0.323 1.528
N -0.852 0.033 0.351
C 0.461 0.248 0.105
H 5.821 1.108 1.511
H 6.489 2.575 0.752
H 5.330 1.596 -0.182
H 4.758 3.301 2.367
H 4.157 3.562 0.667
H 2.602 0.458 3.004
H 4.372 0.642 2.895
H 2.639 2.752 4.367
H 3.425 1.345 5.100
H 4.392 2.653 4.263
H 1.215 2.074 2.822
H -1.192 1.335 3.364
H -2.374 -0.121 1.703
H 1.117 -0.255 -0.737
*
```

Atomic partial charges in e from the natural (NBO) method, atoms 1 to 4: I 0.049; I 0.292; Zr 1.591; P 1.087